(1)
95
Properties=species:S:1:pos:R:3 method="wB97M-V/def2-TZVPD" total_energy_ha=-2168.4847 homo_lumo_gap_ev=6.55 relative_energy_ev=0.826 lumo_ev=2.81 mol_weight_da=676.11 homo_energy_ev=-3.740 total_charge=-1
Pd 0.03 0.05 1.95
S 0.01 -0.11 4.05
O 1.00 0.55 4.97
N -1.01 -1.19 0.14
N -0.43 -1.13 -1.09
N 1.57 0.46 -1.22
N -0.45 1.97 0.12
N -0.80 1.40 -1.06
N 1.94 0.07 0.03
C -1.11 3.97 1.43
C -3.23 0.22 -2.63
C -3.18 -4.00 1.25
C 0.05 -2.72 -3.04
C -0.56 -2.32 -1.72
C 4.06 -0.04 1.35
C 5.15 -1.08 1.03
C 3.54 0.78 -4.24
C -0.63 -2.14 -4.28
C -1.25 3.00 0.29
C -1.54 0.11 4.97
C -1.28 -3.16 -0.89
C 0.12 -1.89 4.55
C -2.67 1.63 -2.81
C 3.25 0.26 0.12
C -1.85 2.06 -1.62
C -0.62 3.34 2.73
C -3.06 -1.63 2.09
C -1.09 -2.23 5.42
C -2.16 3.10 -0.78
C 1.46 2.12 -3.91
C 2.74 1.63 -3.25
C -1.54 -0.93 6.09
C -2.03 1.82 -4.18
C 3.74 0.81 -1.07
C -2.28 -2.80 1.51
C 2.64 0.95 -1.90
C -1.53 -2.39 0.27
C 1.56 -2.48 -3.06
C -0.17 5.11 1.01
C 3.20 -0.47 2.52
B 0.08 0.24 -1.61
H -0.07 5.85 1.81
H 1.78 -1.42 -2.96
H 1.99 -2.84 -4.01
H -0.22 -2.60 -5.18
H -2.37 -0.79 2.22
H -0.58 4.10 3.52
H 2.99 -0.12 -4.52
H -2.79 1.70 -4.96
H -1.56 -4.18 -1.09
H -0.12 -3.80 -3.08
H -2.43 -0.51 -2.52
H -2.62 -4.87 0.90
H -0.02 0.22 -2.80
H 2.77 -1.46 2.35
H -2.96 3.82 -0.92
H -1.90 -2.61 4.79
H -2.10 4.40 1.61
H 4.57 0.89 1.62
H 5.82 -0.74 0.24
H -1.53 -3.10 2.26
H -3.83 -0.07 -3.49
H 0.37 2.90 2.62
H -1.59 2.82 -4.29
H -3.71 -4.29 2.16
H 0.81 2.64 -3.20
H 2.05 -3.00 -2.24
H -2.51 -1.02 6.57
H -3.52 -1.90 3.05
H -1.52 1.15 5.32
H -1.24 1.09 -4.37
H 4.75 1.12 -1.30
H 5.74 -1.29 1.92
H 0.82 4.71 0.79
H -0.81 -0.63 6.85
H -1.71 -2.32 -4.27
H 2.35 0.22 2.60
H 1.06 -1.92 5.11
H 0.90 1.29 -4.34
H 3.75 -0.47 3.46
H -0.85 -3.01 6.15
H -1.28 2.53 3.05
H 0.21 -2.49 3.65
H -3.85 0.16 -1.73
H 3.34 2.52 -3.04
H 4.50 0.47 -3.82
H 3.74 1.35 -5.16
H -2.38 -0.01 4.28
H 4.68 -2.01 0.70
H -3.86 -1.32 1.40
H -3.52 2.32 -2.78
H -0.54 5.61 0.11
H 1.71 2.81 -4.72
H -3.93 -3.76 0.48
H -0.48 -1.06 -4.35

---

(2)
108
Properties=species:S:1:pos:R:3 method="wB97M-V/def2-TZVPD" total_energy_ha=-10693.4436 homo_lumo_gap_ev=8.07 lumo_ev=-2.88 mol_weight_da=997.59 homo_energy_ev=-10.951 total_charge=+1
Br -2.18 -2.07 3.39
Br 1.36 -6.58 1.05
Br 0.85 -1.46 4.05
S 5.46 -0.85 3.89
F 2.74 0.76 -2.55
F 3.05 -2.01 2.12
F -0.71 -1.72 -2.86
O 5.13 3.01 -0.36
O -4.14 3.62 3.15
O 1.99 -1.09 -3.33
O 4.43 0.33 0.05
O 2.69 -1.29 -0.60
O 3.42 -8.08 -1.51
O -6.94 0.88 -1.21
O -2.20 2.83 -0.32
O -1.10 0.29 -2.28
N 6.43 3.18 -2.23
N 5.04 -6.49 -1.76
N -7.26 -1.37 -1.41
N 3.20 0.20 2.59
N -5.97 4.50 4.17
N 0.87 -0.37 -1.44
N 1.23 -0.58 1.13
C 0.83 -2.66 -0.53
C 5.28 3.17 -3.12
C 3.65 -0.76 0.32
C -3.58 3.09 0.04
C -1.02 -1.36 1.98
C 7.76 3.27 -2.79
C 4.45 -5.96 -2.98
C -1.40 3.95 0.05
C -6.82 -2.63 -1.97
C 4.12 -0.33 3.23
C 2.66 -0.73 1.60
C 1.75 1.95 0.51
C 0.96 -5.17 -0.25
C -8.44 -1.36 -0.56
C -5.42 5.85 4.18
C 0.87 0.92 1.25
C 6.26 -5.89 -1.25
C -4.25 1.68 0.24
C 1.26 -1.18 -0.28
C 4.44 -7.53 -1.14
C 1.90 -0.31 -2.47
C -5.25 3.50 3.64
C -6.62 -0.21 -1.65
C 1.05 3.37 0.75
C 0.31 -1.12 2.17
C -1.77 -1.06 0.67
C 0.09 3.73 -0.45
C -7.29 4.28 4.74
C -0.35 -0.61 -2.16
C 1.46 -3.79 0.35
C 6.22 3.09 -0.90
H -0.27 -2.85 -0.57
H 1.30 -3.71 1.45
H 0.10 2.96 -1.26
H 7.15 3.11 -0.31
H -3.64 3.69 1.00
H 0.43 4.68 -0.94
H -4.10 3.62 -0.81
H -5.33 1.73 -0.09
H -9.19 -0.70 -1.00
H -4.48 5.85 4.74
H 8.52 3.27 -2.01
H 4.37 -1.61 0.46
H 2.79 2.08 0.89
H 1.54 -5.38 -1.18
H -5.93 -2.49 -2.58
H 6.58 -6.39 -0.34
H 1.87 4.13 0.77
H -4.17 1.36 1.32
H 1.17 -2.88 -1.58
H 4.40 -6.75 -3.73
H -7.62 -3.05 -2.59
H -6.59 -3.33 -1.16
H -5.74 -0.33 -2.30
H -7.57 3.23 4.67
H 4.97 -7.86 -0.23
H 7.93 2.43 -3.46
H 0.91 1.17 2.34
H -2.83 -0.82 0.98
H -7.28 4.58 5.79
H -1.45 4.09 1.16
H -3.70 0.90 -0.36
H -1.46 -0.14 0.12
H 4.01 1.02 -0.50
H -5.22 6.16 3.15
H -1.79 4.88 -0.43
H -8.85 -2.36 -0.46
H 6.07 -4.83 -1.04
H -8.17 -0.97 0.43
H -1.92 -1.95 0.00
H -6.12 6.54 4.64
H 1.84 1.86 -0.60
H 7.84 4.20 -3.36
H 7.04 -5.97 -2.01
H -0.11 -5.13 -0.56
H 4.63 4.02 -2.88
H -8.02 4.89 4.20
H 4.72 2.25 -2.98
H 2.57 -3.79 0.18
H 0.50 3.38 1.72
H 5.04 -5.13 -3.36
H 3.43 -5.62 -2.76
H -5.76 2.53 3.68
H 5.61 3.25 -4.15
H -0.19 1.12 0.97

---

(3)
121
Properties=species:S:1:pos:R:3 method="wB97M-V/def2-TZVPD" total_energy_ha=-9145.6679 homo_lumo_gap_ev=2.57 lumo_ev=-6.37 mol_weight_da=1220.44 homo_energy_ev=-8.937 total_charge=+1
Br 2.24 7.41 2.09
Ca -1.60 -1.19 -4.43
Cl 6.97 9.50 4.89
Cl 6.40 7.08 3.39
Cl 4.22 8.62 4.54
S -2.69 -6.08 2.85
P -1.21 1.90 -4.24
Mg 3.11 3.50 1.44
F -2.74 -2.87 -2.55
F -3.57 -3.38 -0.38
F -4.70 -4.01 -2.28
F 6.40 1.92 -0.87
F 2.63 2.79 -4.26
F -5.50 -1.50 -2.83
F 1.10 4.37 -3.36
F 5.44 3.95 -0.71
F 3.26 4.33 -2.75
F -0.43 4.82 -4.43
F -5.78 -1.95 -0.61
F 5.13 2.35 0.98
O -2.53 -8.67 6.72
O -4.61 7.24 -3.58
O 1.55 -2.19 3.11
O 7.31 4.05 2.09
O 0.52 3.27 -1.39
O -1.98 0.63 -5.21
O -1.76 3.20 -1.12
O 3.21 -0.98 -4.65
O -1.76 -5.14 3.56
O -0.08 2.62 -5.25
O 3.28 -3.26 -4.76
O -4.02 -9.71 5.46
O 4.12 2.03 -1.21
O 1.02 5.46 3.43
N -3.29 8.83 -2.69
N -2.38 3.00 -4.05
C 3.88 -2.23 -4.35
C 0.30 -1.01 1.24
C -3.72 -5.08 1.75
C -0.52 -9.31 7.94
C -3.35 -9.70 6.47
C -4.01 -6.50 4.01
C 2.91 -0.43 -3.30
C -2.05 9.47 -2.33
C 1.17 0.05 -0.95
C -1.80 -8.50 7.95
C 5.83 8.70 3.80
C -2.24 6.90 -3.78
C -3.36 -10.88 7.40
C 5.30 -2.32 -3.59
C 1.68 2.50 -1.90
C -1.64 0.08 -2.23
C -0.78 2.68 -1.63
C -4.02 -0.35 -1.10
C 5.17 -2.71 -2.03
C 5.21 2.59 -0.46
C 0.95 1.11 -2.18
C 2.16 3.45 -3.09
C 0.42 0.39 0.41
C -3.47 7.65 -3.35
C -0.64 1.32 -2.52
C -3.88 -3.00 -1.70
C 1.42 0.17 -3.41
C -3.22 0.45 -2.27
C 2.83 2.61 -0.78
C 1.61 -1.08 2.19
C -4.79 -1.66 -1.61
H -1.65 6.63 -2.91
H 0.63 -2.15 3.48
H -3.66 0.13 -3.28
H -1.49 -0.47 -1.24
H 2.59 2.01 0.20
H 4.31 -3.47 -1.92
H 1.66 -0.11 2.82
H -4.45 -5.59 4.42
H -2.73 -11.67 6.98
H 0.85 -1.00 -1.29
H -3.45 1.55 -2.12
H -2.02 9.59 -1.25
H 5.77 -1.27 -3.62
H -4.49 -5.70 1.31
H -0.72 -10.38 7.86
H 0.10 -9.05 7.08
H 0.28 -1.93 0.56
H 5.99 -3.03 -4.16
H 2.89 -1.32 -2.60
H 6.14 -3.06 -1.56
H 5.76 9.28 2.89
H 0.26 5.97 3.71
H 6.71 3.40 1.73
H -1.65 7.50 -4.47
H -3.59 -7.10 4.81
H -4.17 -4.26 2.31
H -1.54 -7.43 8.00
H -4.16 9.28 -2.43
H 2.29 -0.05 -0.68
H -2.70 1.02 -5.76
H -4.77 -7.08 3.49
H 4.80 -1.76 -1.49
H -2.54 5.98 -4.29
H 0.93 1.12 1.12
H 1.34 0.62 -4.45
H -0.62 -0.98 1.92
H 2.56 -1.17 1.55
H 0.29 1.93 -5.86
H -0.67 0.75 0.29
H -3.08 -4.67 0.97
H 2.97 3.71 -0.37
H -3.36 -0.66 -0.23
H 0.72 -0.76 -3.41
H -1.18 8.90 -2.66
H 1.78 6.09 3.53
H -4.83 0.37 -0.71
H -3.26 2.65 -4.47
H -2.43 -8.70 8.81
H 3.72 0.34 -3.09
H -4.38 -11.24 7.49
H 0.05 -9.14 8.86
H -2.02 10.46 -2.80
H -3.02 -10.65 8.41
H -1.42 -0.72 -3.05

---

(4)
97
Properties=species:S:1:pos:R:3 method="wB97M-V/def2-TZVPD" total_energy_ha=-8861.3386 multiplicity=2 homo_lumo_gap_ev="4.69 / 7.29" relative_energy_ev=1.340 s_squared=0.813 lumo_ev="-2.64 / -2.59" mol_weight_da=814.97 homo_energy_ev="-7.329 / -9.883" total_charge=+1
Br 6.53 3.72 -0.99
Ge 1.50 -1.52 -1.73
Zn -0.18 0.69 0.51
Si 1.47 -0.59 -4.08
Si -0.68 -2.97 -1.58
Si 3.37 -2.73 -0.43
O 1.51 0.30 -0.74
N 0.33 -1.27 1.30
N -0.49 0.96 2.64
N 0.32 2.56 0.45
N -2.58 0.71 3.60
N -1.94 1.38 -0.20
C -3.41 -1.47 2.77
C -1.32 1.17 3.62
C -3.04 0.83 -0.74
C 2.67 -3.85 0.96
C -2.02 2.63 0.30
C 3.83 3.15 -0.29
C -3.28 4.60 1.00
C 1.52 3.10 0.34
C 4.16 -3.87 -1.75
C -0.81 3.27 0.72
C 2.60 1.11 -0.80
C -0.89 4.55 1.30
C -0.83 1.93 4.82
C 4.73 -1.67 0.40
C 4.92 1.41 -1.52
C 2.63 2.41 -0.22
C -3.12 0.00 2.47
C 2.53 0.96 -4.43
C 3.75 0.67 -1.45
C -2.11 5.18 1.45
C -1.15 -3.90 0.06
C 4.94 2.66 -0.92
C 0.07 -4.30 -2.73
C -4.26 1.48 -0.77
C -4.03 2.48 4.57
C -4.39 2.72 -0.18
C -3.25 3.34 0.38
C 2.01 -1.98 -5.28
C -3.55 1.04 4.64
C -0.37 -0.15 -4.27
C -2.42 -2.51 -2.25
H 0.23 1.72 4.98
H 1.94 -1.64 -6.31
H 0.02 5.03 1.64
H -1.65 -3.26 0.78
H 3.43 -4.57 1.25
H -0.98 -1.03 -4.42
H 3.44 -4.60 -2.11
H 0.42 1.35 2.88
H 2.25 1.39 -5.38
H 4.51 -3.31 -2.61
H 0.16 -3.92 -3.74
H -1.85 -4.69 -0.19
H 1.80 -4.42 0.64
H -0.30 -4.38 0.54
H 1.06 -4.57 -2.39
H -3.24 3.19 4.77
H -4.82 2.63 5.30
H -5.34 3.23 -0.16
H -0.92 3.00 4.61
H 4.34 -0.78 0.87
H 3.04 -2.28 -5.10
H -4.40 0.37 4.50
H -4.04 0.50 2.15
H -2.14 6.15 1.93
H 1.66 4.15 0.57
H -0.74 0.37 -3.39
H -0.53 -5.20 -2.76
H -3.78 -1.95 1.86
H -2.84 -3.36 -2.78
H -4.22 5.12 1.10
H -4.16 -1.59 3.54
H -2.40 0.05 1.65
H 2.40 -3.30 1.86
H 1.27 -1.14 1.65
H 5.79 1.02 -2.02
H 2.39 1.72 -3.67
H 3.59 0.72 -4.47
H -1.36 1.71 5.74
H -5.10 1.00 -1.24
H -2.51 -1.99 3.09
H -2.41 -1.67 -2.93
H -4.44 2.70 3.58
H 1.39 -2.86 -5.19
H 5.00 -4.41 -1.34
H -0.54 0.50 -5.12
H -0.25 -1.52 2.09
H -3.10 -2.27 -1.44
H -3.13 0.83 5.62
H 0.36 -2.07 0.67
H 5.26 -2.25 1.15
H 3.84 4.14 0.15
H 5.48 -1.35 -0.33
H 3.73 -0.31 -1.91
H -2.91 -0.15 -1.16